A cluster of 6 separate species, C48H94N6O15 in total at a distorted geometry, computed with ωB97M-V/def2-TZVPD.

Results
HOMO, eV: -8.419
HOMO-LUMO gap, eV: 7.88
Total energy, Eh: -3341.795307
Lowest unoccupied orbital energy, eV: -0.54

```
163
C48H94N6O15, DFT ωB97M-V/def2-TZVPD
C 3.735 0.637 4.666
C 3.466 0.529 3.091
C 1.916 0.188 2.727
O 1.863 0.109 1.276
C 0.568 -0.206 0.794
O 0.516 -0.894 -0.268
N -0.704 0.243 1.392
O -1.657 0.004 0.414
C -2.957 -0.154 1.047
O -3.297 -1.268 1.526
C -3.870 1.148 1.137
C -4.750 1.336 2.400
C -5.655 2.587 2.629
C -5.672 3.696 1.546
C -4.824 3.505 0.253
C -3.920 2.251 0.022
O 3.840 1.794 2.499
C 4.625 1.630 1.291
C 4.096 2.772 0.261
C 2.675 3.343 0.508
C 2.122 4.479 -0.435
C 3.017 4.995 -1.587
C 4.425 4.416 -1.884
C 4.961 3.288 -0.928
H 4.864 0.844 4.818
H 3.473 -0.303 5.257
H 3.205 1.572 5.091
H 4.111 -0.351 2.706
H 1.662 -0.794 3.266
H 1.301 1.039 3.184
H -0.647 1.279 1.458
H -4.767 0.545 3.228
H -6.291 2.732 3.576
H -6.333 4.615 1.738
H -4.859 4.330 -0.532
H -3.300 2.123 -0.930
H 5.717 1.915 1.514
H 4.583 0.586 0.832
H 1.965 2.999 1.337
H 1.078 4.886 -0.239
H 2.617 5.828 -2.258
H 5.027 4.823 -2.767
H 6.004 2.855 -1.145
C -1.531 10.154 2.090
O -0.736 9.299 2.894
C -1.168 9.236 4.254
C -1.771 7.867 4.572
N -3.062 7.688 3.906
C -3.561 6.310 3.943
C -2.722 5.228 3.244
O -2.675 5.352 1.826
C -1.700 6.265 1.345
H -1.029 10.277 1.127
H -2.516 9.716 1.905
H -1.642 11.140 2.549
H -1.857 10.048 4.508
H -0.271 9.366 4.871
H -1.910 7.776 5.654
H -1.049 7.107 4.252
H -2.975 7.967 2.935
H -4.548 6.326 3.469
H -3.718 6.021 4.988
H -3.213 4.269 3.438
H -1.713 5.136 3.662
H -0.808 6.296 1.975
H -2.136 7.260 1.242
H -1.402 5.941 0.344
C 3.771 -1.237 -0.801
O 5.115 -1.361 -0.348
C 5.234 -2.060 0.891
C 5.884 -3.428 0.684
N 4.982 -4.343 -0.017
C 5.632 -5.569 -0.489
C 6.761 -5.427 -1.522
O 6.328 -4.966 -2.798
C 6.200 -3.555 -2.905
H 3.761 -0.547 -1.649
H 3.383 -2.200 -1.142
H 3.122 -0.828 -0.019
H 4.275 -2.145 1.412
H 5.898 -1.459 1.524
H 6.143 -3.856 1.658
H 6.810 -3.272 0.119
H 4.586 -3.867 -0.820
H 4.844 -6.184 -0.937
H 6.009 -6.123 0.378
H 7.164 -6.431 -1.695
H 7.602 -4.829 -1.153
H 6.934 -3.022 -2.296
H 5.186 -3.250 -2.644
H 6.359 -3.282 -3.951
C -0.116 -0.880 -3.702
O 0.597 -1.393 -4.817
C -0.065 -1.175 -6.063
C 0.687 -0.142 -6.904
N 0.564 1.200 -6.334
C 1.476 2.182 -6.927
C 2.986 1.940 -6.771
O 3.461 2.058 -5.434
C 3.303 0.889 -4.644
H 0.369 -1.243 -2.793
H -0.089 0.212 -3.687
H -1.154 -1.228 -3.701
H -1.116 -0.898 -5.931
H -0.044 -2.132 -6.597
H 0.279 -0.139 -7.921
H 1.735 -0.458 -6.955
H 0.752 1.156 -5.338
H 1.242 3.144 -6.459
H 1.238 2.284 -7.992
H 3.496 2.729 -7.334
H 3.313 0.996 -7.221
H 3.398 -0.028 -5.230
H 2.346 0.915 -4.121
H 4.086 0.891 -3.881
C 3.487 -11.434 -1.058
O 4.192 -11.944 -2.178
C 3.524 -11.716 -3.420
C 4.276 -10.684 -4.262
N 4.164 -9.344 -3.685
C 5.078 -8.364 -4.279
C 6.587 -8.616 -4.135
O 7.071 -8.508 -2.800
C 6.909 -9.682 -2.017
H 3.975 -11.805 -0.154
H 3.520 -10.341 -1.037
H 2.448 -11.776 -1.054
H 2.475 -11.434 -3.281
H 3.536 -12.671 -3.959
H 3.862 -10.674 -5.275
H 5.322 -11.006 -4.321
H 4.358 -9.395 -2.691
H 4.853 -7.404 -3.805
H 4.834 -8.255 -5.342
H 7.098 -7.827 -4.696
H 6.907 -9.560 -4.591
H 6.996 -10.596 -2.610
H 5.955 -9.653 -1.489
H 7.696 -9.690 -1.258
C -12.207 0.821 6.171
O -11.530 0.289 5.044
C -12.217 0.513 3.812
C -11.465 1.526 2.946
N -11.548 2.874 3.511
C -10.631 3.833 2.891
C -9.123 3.560 3.011
O -8.614 3.675 4.337
C -8.778 2.512 5.136
H -11.709 0.453 7.071
H -12.159 1.913 6.180
H -13.251 0.494 6.197
H -13.258 0.812 3.967
H -12.227 -0.447 3.283
H -11.897 1.531 1.940
H -10.425 1.189 2.872
H -11.337 2.830 4.502
H -10.834 4.802 3.358
H -10.892 3.934 1.831
H -8.611 4.336 2.433
H -8.826 2.608 2.559
H -8.716 1.591 4.551
H -9.722 2.561 5.681
H -7.978 2.500 5.881
```

---

A cluster of 2 separate species, C14H17F3N2O2 in total at a distorted geometry, computed with ωB97M-V/def2-TZVPD.

Results
HOMO, eV: -6.354
HOMO-LUMO gap, eV: 3.26
Total energy, Eh: -1103.161970
Lowest unoccupied orbital energy, eV: -3.10

```
38
C14H17F3N2O2, DFT ωB97M-V/def2-TZVPD
C 0.304 -4.364 -0.951
C 1.262 -3.818 -1.956
N 1.737 -2.572 -1.732
C 2.617 -1.960 -2.556
C 3.038 -0.577 -2.186
O 3.087 -2.441 -3.562
O 1.549 -4.520 -2.898
H 0.156 -3.659 -0.135
H -0.659 -4.564 -1.418
H 0.683 -5.299 -0.539
H 2.564 -0.265 -1.257
H 4.119 -0.535 -2.057
H 2.762 0.124 -2.972
C 1.071 -1.417 2.737
N 0.386 -0.201 2.298
C 0.445 0.945 3.215
C -0.482 -0.263 1.236
C -1.048 0.846 0.585
C -0.443 2.121 0.647
C -1.059 3.217 0.107
C -2.269 3.083 -0.556
C -2.964 4.322 -1.091
F -3.847 3.962 -2.046
F -3.602 4.923 -0.067
F -2.034 5.152 -1.606
C -2.845 1.829 -0.701
C -2.247 0.722 -0.157
H 1.727 -1.211 3.581
H 0.341 -2.170 3.032
H 1.674 -1.809 1.918
H 0.576 0.612 4.240
H 1.274 1.601 2.964
H -0.482 1.514 3.176
H -0.833 -1.238 0.953
H 0.541 2.212 1.068
H -0.622 4.197 0.190
H -3.775 1.748 -1.240
H -2.702 -0.248 -0.261
```

---

An isolated molecule of C5H11N3O at a distorted geometry, computed with ωB97M-V/def2-TZVPD.

Results
HOMO, eV: -8.636
HOMO-LUMO gap, eV: 9.28
Total energy, Eh: -436.527891
Lowest unoccupied orbital energy, eV: 0.64

```
20
C5H11N3O, DFT ωB97M-V/def2-TZVPD
H -0.916 -0.784 -3.291
N -0.617 -0.912 -2.325
C -0.751 0.023 -1.521
C -0.467 1.469 -1.452
N -0.510 -0.570 0.169
C -0.332 -1.996 0.190
N 0.392 0.144 0.927
C -0.158 0.825 2.085
C 1.739 0.107 0.720
O 2.550 0.772 1.327
H 0.618 1.619 -1.235
H -0.761 1.973 -2.376
H -1.006 1.920 -0.623
H -1.188 -2.437 -0.308
H 0.514 -2.281 -0.483
H -0.191 -2.388 1.198
H 0.635 1.234 2.710
H -0.751 0.132 2.686
H -0.799 1.645 1.763
H 2.000 -0.494 -0.161
```

---

A cluster of 3 separate species, C7H19BrN3 in total at a distorted geometry, computed with ωB97M-V/def2-TZVPD.

Results
HOMO, eV: -13.105
HOMO-LUMO gap, eV: 8.33
Charge: +1
Total energy, Eh: -3016.019614
Lowest unoccupied orbital energy, eV: -4.77

```
30
C7H19BrN3, DFT ωB97M-V/def2-TZVPD
C -0.249 3.575 -1.856
C -1.682 -2.288 -0.810
C 3.989 0.987 1.341
C -0.740 2.529 -1.023
C -1.960 -0.949 -1.508
C -1.417 1.440 -1.505
C 2.864 0.074 1.244
N -1.213 -3.055 2.759
N -1.454 0.235 -0.736
N -0.916 0.140 0.353
Br 1.763 -0.064 -0.367
H -0.523 3.447 -2.893
H 0.781 3.618 -2.003
H -0.493 4.553 -1.685
H -2.428 -2.654 -0.114
H -1.731 -3.090 -1.528
H -0.712 -2.276 -0.356
H 4.943 0.559 1.761
H 4.117 1.492 0.447
H 3.855 1.596 2.201
H -0.402 2.302 0.051
H 2.074 0.096 1.996
H -1.631 -0.921 -2.547
H -3.014 -0.746 -1.541
H -1.805 1.248 -2.531
H 3.342 -0.839 1.302
H -1.164 -3.172 3.772
H -0.872 -3.975 2.367
H -1.114 -0.790 0.788
H -2.210 -3.070 2.620
```

---

A structure of composition C39H47BrInN10O12, computed with ωB97M-V/def2-TZVPD.

Results
HOMO, eV: -5.366
HOMO-LUMO gap, eV: 6.30
Charge: -1
Total energy, Eh: -5728.511325
Lowest unoccupied orbital energy, eV: 0.93

```
110
C39H47BrInN10O12, DFT ωB97M-V/def2-TZVPD
C -0.409 0.877 1.287
C -0.186 0.552 -0.187
C -1.027 -0.612 -0.716
C -0.485 -2.018 -0.420
N -0.094 -2.233 0.966
In -1.466 -3.144 2.238
Br -2.567 -1.285 3.665
C -2.780 -4.600 1.305
C -4.255 -4.207 1.131
C -4.486 -2.698 1.002
C -5.727 -2.284 0.196
N -6.509 -1.203 0.827
C -6.014 0.098 0.520
N -6.352 0.751 -0.520
N -5.136 0.654 1.446
O -0.174 -4.163 3.614
N 0.602 -3.302 4.251
O 0.197 -2.961 5.327
H -0.103 0.046 1.918
H -1.469 1.061 1.482
H 0.155 1.762 1.573
H 0.876 0.354 -0.381
H -0.441 1.445 -0.771
H -1.092 -0.528 -1.808
H -2.055 -0.510 -0.343
H -1.259 -2.733 -0.757
H 0.376 -2.188 -1.078
H 0.802 -2.701 1.008
H -2.347 -4.813 0.326
H -2.692 -5.512 1.899
H -4.647 -4.668 0.217
H -4.843 -4.624 1.953
H -4.595 -2.272 2.000
H -3.589 -2.248 0.564
H -6.380 -3.144 0.025
H -5.440 -1.909 -0.789
H -6.516 -1.339 1.833
H -7.036 0.203 -1.035
H -4.432 1.242 1.021
H -4.691 -0.011 2.069
C -0.860 5.057 6.789
C -1.845 4.950 5.816
C -1.500 4.658 4.506
C -0.162 4.480 4.207
C 0.839 4.580 5.156
C 0.476 4.875 6.461
N 0.212 4.149 2.819
O -0.679 4.088 1.995
O 1.385 3.941 2.580
H -1.138 5.278 7.811
H -2.886 5.084 6.076
H -2.242 4.558 3.728
H 1.868 4.423 4.868
H 1.240 4.954 7.222
C 4.357 -1.050 4.343
C 3.178 -1.035 3.613
C 3.191 -1.378 2.267
C 4.401 -1.734 1.703
C 5.593 -1.753 2.408
C 5.561 -1.402 3.745
N 4.422 -2.118 0.280
O 3.382 -2.081 -0.341
O 5.494 -2.453 -0.204
H 4.334 -0.793 5.395
H 2.243 -0.784 4.095
H 2.284 -1.389 1.677
H 6.508 -2.039 1.913
H 6.476 -1.411 4.324
C 1.064 4.253 -1.626
C 0.073 5.139 -1.224
C -0.432 6.073 -2.116
C 0.082 6.095 -3.401
C 1.070 5.226 -3.827
C 1.561 4.297 -2.922
N -0.449 7.083 -4.360
O -1.299 7.858 -3.964
O -0.003 7.072 -5.491
H 1.440 3.523 -0.922
H -0.312 5.088 -0.215
H -1.204 6.772 -1.834
H 1.436 5.284 -4.841
H 2.332 3.604 -3.232
C -6.081 -2.719 -5.309
C -5.098 -2.330 -4.409
C -4.519 -3.263 -3.564
C -4.951 -4.575 -3.645
C -5.930 -4.990 -4.528
C -6.496 -4.043 -5.368
N -4.344 -5.570 -2.733
O -3.502 -5.160 -1.963
O -4.737 -6.719 -2.799
H -6.529 -1.985 -5.966
H -4.780 -1.297 -4.359
H -3.756 -2.991 -2.849
H -6.233 -6.026 -4.544
H -7.266 -4.342 -6.067
C 7.303 -1.145 -2.419
C 7.050 -0.425 -3.580
C 8.021 0.406 -4.117
C 9.239 0.495 -3.467
C 9.519 -0.206 -2.308
C 8.535 -1.030 -1.786
N 10.283 1.368 -4.036
O 10.014 1.991 -5.045
O 11.356 1.415 -3.465
H 6.546 -1.794 -2.002
H 6.089 -0.511 -4.070
H 7.851 0.978 -5.017
H 10.485 -0.099 -1.837
H 8.727 -1.588 -0.880
```

---

A structure of composition C17H36Cl32IO6PS at a distorted geometry, computed with ωB97M-V/def2-TZVPD.

Results
HOMO, eV: -8.830
HOMO-LUMO gap, eV: 8.48
Total energy, Eh: -16884.053061
Lowest unoccupied orbital energy, eV: -0.35

```
94
C17H36Cl32IO6PS, DFT ωB97M-V/def2-TZVPD
O 0.991 -1.818 -1.237
S 0.553 -1.296 0.040
O 1.444 -2.268 1.162
I 2.667 -3.608 0.257
O 1.032 0.294 0.027
C 2.324 0.582 0.551
P 3.570 1.170 -0.706
O 4.839 0.463 -0.541
O 2.996 0.874 -2.178
O 3.760 2.779 -0.485
H 2.839 -0.211 1.110
H 2.211 1.430 1.252
H 3.769 0.625 -2.716
H 2.866 3.168 -0.442
C -3.701 -1.701 -0.310
Cl -2.243 -0.806 0.115
Cl -3.428 -2.697 -1.744
H -3.976 -2.340 0.519
H -4.498 -0.999 -0.517
C -6.913 -1.807 1.943
Cl -6.419 -3.307 1.135
Cl -5.706 -0.528 1.746
H -7.851 -1.473 1.512
H -7.040 -2.007 3.003
C -0.920 -1.107 -4.586
Cl -2.611 -0.777 -5.000
Cl -0.453 -2.750 -5.041
H -0.286 -0.404 -5.115
H -0.790 -0.992 -3.514
C -9.195 1.586 2.479
Cl -7.752 2.501 2.925
Cl -8.910 0.578 1.051
H -9.474 0.945 3.309
H -9.998 2.283 2.261
C 6.235 -2.873 -2.148
Cl 4.631 -3.596 -2.347
Cl 6.435 -1.462 -3.200
H 6.357 -2.567 -1.108
H 6.986 -3.610 -2.409
C 4.573 4.760 -3.270
Cl 2.886 5.125 -3.664
Cl 5.011 3.120 -3.759
H 5.215 5.464 -3.787
H 4.708 4.848 -2.202
C 9.744 -3.490 -3.995
Cl 9.769 -2.874 -2.339
Cl 8.640 -4.861 -4.165
H 9.419 -2.695 -4.658
H 10.745 -3.813 -4.264
C -10.884 -0.116 6.401
Cl -11.480 0.579 4.888
Cl -9.455 -1.121 6.131
H -10.622 0.690 7.077
H -11.666 -0.728 6.836
C 7.280 6.527 -0.779
Cl 5.594 6.897 -1.168
Cl 7.708 4.886 -1.274
H 7.921 7.230 -1.301
H 7.420 6.619 0.292
C -0.033 -3.234 -8.961
Cl 0.471 -4.718 -9.782
Cl 1.187 -1.965 -9.121
H -0.961 -2.887 -9.402
H -0.182 -3.449 -7.907
C -0.359 -0.247 3.852
Cl 1.075 0.677 4.323
Cl -0.040 -1.232 2.405
H -0.638 -0.907 4.667
H -1.169 0.445 3.643
C -3.974 -3.456 4.025
Cl -4.359 -2.972 5.683
Cl -2.936 -2.270 3.225
H -3.458 -4.410 4.049
H -4.898 -3.548 3.463
C -6.661 6.224 1.629
Cl -8.279 5.555 1.398
Cl -6.397 7.650 0.623
H -6.545 6.505 2.671
H -5.929 5.468 1.364
C 8.184 -3.582 1.227
Cl 8.736 -1.987 0.705
Cl 6.563 -3.941 0.615
H 8.874 -4.331 0.854
H 8.159 -3.606 2.311
C -3.674 9.790 2.701
Cl -4.864 8.650 3.337
Cl -3.642 11.286 3.640
H -2.693 9.330 2.743
H -3.932 10.026 1.674
C 3.055 -7.763 1.196
Cl 2.684 -7.276 2.853
Cl 4.057 -6.562 0.374
H 3.591 -8.705 1.219
H 2.125 -7.877 0.648
```

---

- Among the records above, which one has the lowest total energy?
  C17H36Cl32IO6PS

---

- What is the total energy in the third record?
  -436.527891 Eh

---

- Which of these has the highest total energy?
  C5H11N3O

---

- The lowest HOMO-LUMO gap belongs to which entry?
  C14H17F3N2O2